No. 1
# C4H9NO

An isolated molecule of C4H9NO (ωB97M-V/def2-TZVPD, OMol25).

Results
Energy relative to the best compared isomer or geometry (same formula, charge and spin)   19.84 kcal per mole
Gap between HOMO and LUMO   10.273 eV
Strongest force on any atom   0.62 eV Å⁻¹
E_tot   -7831.4596 eV
HOMO energy   -0.3445 Ha
Multiplicity   1
SMILES   CCN(C)C=O

Positions of all 15 atoms, in Å:
C  -1.731  -0.111  -0.662
C  -0.673  -0.838  0.173
N  0.574  -0.032  0.317
C  1.685  0.100  -0.646
C  0.551  0.770  1.419
O  -0.352  0.772  2.234
H  -2.048  0.806  -0.153
H  -1.316  0.150  -1.639
H  -2.634  -0.716  -0.824
H  -1.086  -0.991  1.183
H  -0.434  -1.828  -0.222
H  2.321  -0.794  -0.721
H  2.353  0.916  -0.324
H  1.362  0.361  -1.662
H  1.428  1.435  1.527

No. 2
# C4H9NO

An isolated molecule of C4H9NO (ωB97M-V/def2-TZVPD, OMol25).

Results
Energy relative to the best compared isomer or geometry (same formula, charge and spin)   18.08 kcal per mole
Gap between HOMO and LUMO   10.223 eV
Strongest force on any atom   0.32 eV Å⁻¹
E_tot   -7831.5357 eV
HOMO energy   -0.3437 Ha
Multiplicity   1
SMILES   CCN(C)C=O

Positions of all 15 atoms, in Å:
C  -1.472  1.074  -0.668
C  -0.306  0.111  -0.908
N  0.375  -0.316  0.313
C  1.818  -0.432  0.275
C  -0.333  -0.814  1.360
O  -1.543  -0.917  1.410
H  -1.590  1.745  -1.524
H  -1.284  1.685  0.218
H  -2.406  0.538  -0.506
H  0.457  0.603  -1.521
H  -0.648  -0.770  -1.468
H  2.283  0.536  0.057
H  2.143  -1.153  -0.487
H  2.183  -0.778  1.246
H  0.321  -1.111  2.204

No. 3
# C4H9NO

An isolated molecule of C4H9NO (ωB97M-V/def2-TZVPD, OMol25).

Results
Energy relative to the best compared isomer or geometry (same formula, charge and spin)   101.34 kcal per mole
Gap between HOMO and LUMO   7.472 eV
Strongest force on any atom   0.55 eV Å⁻¹
E_tot   -7827.9253 eV
HOMO energy   -0.2841 Ha
Multiplicity   1

Positions of all 15 atoms, in Å:
C  1.538  0.442  -0.663
N  0.107  0.551  -0.394
C  -0.780  0.229  -1.306
C  -0.340  0.503  0.951
C  -0.715  -1.101  1.133
O  -1.254  -1.386  2.227
H  1.945  1.440  -0.845
H  1.709  -0.182  -1.542
H  2.043  -0.002  0.196
H  -0.441  -0.075  -2.292
H  -1.355  -1.095  0.127
H  -1.817  0.492  -1.146
H  -1.275  1.044  1.104
H  0.424  0.809  1.665
H  0.209  -1.667  0.785

No. 4
# C4H9NO

A cluster of 2 separate species, C4H9NO in total (ωB97M-V/def2-TZVPD, OMol25).

Results
Energy relative to the best compared isomer or geometry (same formula, charge and spin)   86.10 kcal per mole
Gap between HOMO and LUMO   10.181 eV
Strongest force on any atom   1.52 eV Å⁻¹
E_tot   -7828.5863 eV
HOMO energy   -0.3357 Ha
Multiplicity   1
SMILES   C=CO.C=NC

Positions of all 15 atoms, in Å:
C  0.541  -2.272  -0.474
C  -0.749  -1.923  -0.423
O  -1.698  -2.704  0.231
H  1.216  -2.066  -1.291
H  0.905  -2.761  0.423
H  -1.155  -1.032  -0.879
H  -1.517  -3.537  -0.191
C  -0.289  1.610  -0.743
N  -0.459  1.866  0.483
C  0.728  2.321  1.220
H  -1.118  1.501  -1.455
H  0.727  1.735  -1.152
H  0.411  2.123  2.247
H  1.604  1.741  0.898
H  0.853  3.399  1.106

No. 5
# C4H9NO

A cluster of 2 separate species, C4H9NO in total (ωB97M-V/def2-TZVPD, OMol25).

Results
Energy relative to the best compared isomer or geometry (same formula, charge and spin)   60.64 kcal per mole
Gap between HOMO and LUMO   10.501 eV
Strongest force on any atom   1.91 eV Å⁻¹
E_tot   -7829.6903 eV
HOMO energy   -0.3486 Ha
Multiplicity   1
SMILES   C=NC.CC=O

Positions of all 15 atoms, in Å:
C  2.215  -0.774  -0.353
N  1.091  -0.292  -0.052
C  1.048  0.735  0.966
H  2.194  -1.749  -0.843
H  3.143  -0.198  -0.404
H  0.572  1.658  0.627
H  2.055  0.995  1.323
H  0.492  0.419  1.845
C  -1.889  0.283  -0.993
C  -1.736  -0.616  0.212
O  -1.765  -0.228  1.353
H  -2.918  0.643  -0.956
H  -1.614  -0.324  -1.853
H  -1.242  1.157  -0.931
H  -1.645  -1.707  0.058

No. 6
# C4H9NO

A structure of composition C4H9NO (ωB97M-V/def2-TZVPD, OMol25).

Results
Energy relative to the best compared isomer or geometry (same formula, charge and spin)   105.55 kcal per mole
Gap between HOMO and LUMO   10.152 eV
Strongest force on any atom   2.07 eV Å⁻¹
E_tot   -7827.7428 eV
HOMO energy   -0.3397 Ha
Multiplicity   1

Positions of all 15 atoms, in Å:
C  -1.874  -0.102  -0.122
C  -0.610  0.750  -0.069
O  -0.410  1.297  1.214
C  0.588  -0.071  -0.519
C  1.980  0.326  -0.231
N  1.116  -0.962  0.492
H  -2.730  0.474  0.238
H  -2.089  -0.444  -1.141
H  -1.760  -0.987  0.516
H  -0.707  1.610  -0.742
H  -0.197  0.558  1.802
H  0.419  -0.602  -1.456
H  2.015  -0.036  0.909
H  2.676  -0.095  -0.974
H  1.534  -1.811  0.136

No. 7
# C4H9NO

A cluster of 2 separate species, C4H9NO in total (ωB97M-V/def2-TZVPD, OMol25).

Results
Energy relative to the best compared isomer or geometry (same formula, charge and spin)   78.56 kcal per mole
Gap between HOMO and LUMO   10.967 eV
Strongest force on any atom   0.45 eV Å⁻¹
E_tot   -7828.9131 eV
HOMO energy   -0.3641 Ha
Multiplicity   1
SMILES   C/N=C1\O[C@@H]1C.[H][H]

Positions of all 15 atoms, in Å:
C  0.006  -0.350  2.585
N  0.578  -0.032  1.283
C  -0.210  0.288  0.370
O  -1.527  0.447  0.125
C  -0.534  0.679  -0.971
C  -0.584  -0.288  -2.118
H  0.443  0.320  3.333
H  -1.087  -0.257  2.622
H  0.284  -1.373  2.859
H  -0.457  1.735  -1.227
H  -1.499  -0.141  -2.700
H  0.273  -0.118  -2.778
H  -0.548  -1.321  -1.765
H  2.522  0.279  -1.163
H  2.338  0.131  -0.456

No. 8
# C4H9NO

An isolated molecule of C4H9NO (ωB97M-V/def2-TZVPD, OMol25).

Results
Energy relative to the best compared isomer or geometry (same formula, charge and spin)   108.87 kcal per mole
Gap between HOMO and LUMO   10.009 eV
Strongest force on any atom   6.62 eV Å⁻¹
E_tot   -7827.5990 eV
HOMO energy   -0.3379 Ha
Multiplicity   1
SMILES   C=C(CN)CO

Positions of all 15 atoms, in Å:
C  1.166  -1.370  0.497
C  0.211  -0.652  -0.050
C  -0.283  0.485  0.979
N  0.101  1.721  0.311
C  -0.860  -0.827  -1.053
O  -0.413  0.211  -2.066
H  1.236  -2.129  -0.136
H  1.694  -1.125  1.507
H  -1.260  0.603  1.234
H  0.499  0.285  1.814
H  0.136  2.663  0.952
H  1.073  1.478  -0.185
H  -1.828  -0.498  -0.679
H  -0.897  -1.724  -1.710
H  -0.575  0.880  -1.415

no.,LUMO level (eV)
1,0.90
2,0.87
3,-0.26
4,1.05
5,1.01
6,0.91
7,1.06
8,0.81